{"formula": "C31H50AsN2O4PRuSSi3", "method": "the ωB97M-V functional and the def2-TZVPD basis", "elements": ["Ru", "N", "C", "C", "C", "C", "C", "C", "C", "C", "C", "C", "C", "C", "H", "H", "H", "H", "H", "H", "H", "H", "H", "H", "O", "C", "N", "S", "O", "O", "C", "C", "C", "C", "C", "C", "H", "H", "H", "H", "C", "P", "C", "C", "O", "H", "H", "H", "H", "H", "H", "H", "H", "H", "C", "Si", "C", "C", "H", "H", "H", "H", "H", "H", "H", "H", "H", "C", "Si", "C", "C", "As", "Si", "C", "C", "C", "H", "H", "H", "H", "H", "H", "H", "H", "H", "H", "H", "H", "H", "H", "H", "H", "H", "H"], "positions_angstrom": [[-0.14133, 0.04100, 0.26657], [-0.00921, 0.33447, 2.64701], [1.07770, -0.03146, 3.48528], [0.78435, -0.22019, 4.83561], [1.76633, -0.49357, 5.76613], [3.08203, -0.54057, 5.33743], [3.36842, -0.38319, 3.99550], [2.39123, -0.19280, 3.00181], [2.79994, -0.20064, 1.54801], [4.16412, -0.39918, 1.26018], [4.67327, -0.33854, -0.01993], [3.82513, -0.06822, -1.08296], [2.47780, 0.07021, -0.83143], [1.92396, -0.02626, 0.45672], [0.09604, 1.33554, 2.38153], [-0.89177, 0.24818, 3.15022], [-0.24826, -0.12266, 5.15076], [1.50948, -0.63535, 6.80854], [3.88837, -0.69899, 6.04110], [4.40544, -0.41750, 3.71618], [4.86866, -0.61793, 2.04657], [5.73342, -0.49268, -0.17739], [4.20950, 0.01945, -2.09134], [1.80024, 0.24674, -1.66581], [-1.52916, 1.98443, -2.28219], [-0.81055, 2.66415, -1.51042], [-0.04407, 2.03784, -0.49668], [0.86201, 3.11575, 0.33942], [0.52034, 2.99814, 1.76405], [2.28422, 3.00441, 0.10764], [0.21035, 4.51292, -0.44302], [0.49623, 5.84255, -0.22081], [-0.11491, 6.79886, -1.01466], [-1.00602, 6.38909, -2.04246], [-1.27723, 5.06958, -2.27804], [-0.66486, 4.07658, -1.47127], [1.18335, 6.12920, 0.56191], [0.08727, 7.84740, -0.85904], [-1.47737, 7.14491, -2.65923], [-1.95494, 4.76916, -3.06674], [-2.61701, -0.23296, -3.57898], [-0.85855, -0.62796, -3.62001], [-0.10284, 0.66409, -4.61907], [-0.74674, -2.15620, -4.59445], [-0.20062, -0.79843, -2.29789], [-3.00558, -0.15158, -4.59204], [-2.72904, 0.71405, -3.05244], [-3.15741, -1.01650, -3.05067], [-0.54861, 0.71619, -5.60951], [0.96392, 0.46770, -4.70778], [-0.25879, 1.60054, -4.08697], [-1.35943, -2.11006, -5.49156], [-1.08035, -2.98376, -3.96983], [0.28998, -2.33443, -4.87318], [-1.24508, -3.43133, -0.27749], [0.23511, -2.40843, 0.33172], [1.71038, -3.03013, -0.68297], [0.52450, -3.01288, 2.11052], [-0.90524, -4.43131, -0.54805], [-1.71155, -2.98205, -1.14901], [-1.99887, -3.53500, 0.49928], [1.69828, -4.12161, -0.68309], [2.66241, -2.69506, -0.28245], [1.63599, -2.67827, -1.70895], [0.59272, -4.10115, 2.09625], [-0.28625, -2.73728, 2.78067], [1.44561, -2.62492, 2.52907], [-4.70509, -1.91971, 1.95719], [-4.41392, -1.47468, 0.14796], [-5.95684, -0.72235, -0.64578], [-4.26487, -3.11438, -0.78604], [-2.60667, 0.04088, -0.04474], [-3.87183, 1.97085, 0.60868], [-2.86381, 3.37320, 1.31639], [-4.80124, 2.57259, -0.91068], [-5.07412, 1.55570, 2.01532], [-5.65128, -2.45360, 2.04835], [-4.72928, -1.06058, 2.61919], [-3.91140, -2.58175, 2.29679], [-6.81012, -1.35620, -0.40216], [-5.83084, -0.74570, -1.72708], [-6.20140, 0.29624, -0.36814], [-5.28816, -3.45689, -0.94227], [-3.72923, -3.88049, -0.23766], [-3.79732, -3.02429, -1.76042], [-2.70106, 4.14276, 0.56788], [-1.88932, 3.09246, 1.69421], [-3.43176, 3.80700, 2.14167], [-4.07293, 2.98178, -1.60351], [-5.49859, 3.35871, -0.61611], [-5.35476, 1.79806, -1.43413], [-4.52640, 1.41177, 2.94404], [-5.73495, 0.70444, 1.87848], [-5.69210, 2.44478, 2.14092]], "forces_ev_per_angstrom": [[0.19, 0.11, 0.30], [-0.31, 0.53, -0.13], [0.01, -0.10, -0.03], [0.11, -0.01, 0.02], [-0.07, -0.01, 0.02], [-0.03, 0.03, 0.01], [-0.16, -0.05, -0.10], [-0.01, -0.06, 0.01], [-0.01, 0.11, 0.16], [-0.11, 0.08, 0.06], [-0.02, -0.01, -0.03], [0.01, 0.03, 0.00], [-0.03, 0.01, -0.17], [0.08, -0.33, -0.20], [0.06, -0.13, 0.16], [0.26, -0.01, -0.17], [-0.02, 0.01, 0.02], [0.00, 0.01, -0.01], [0.02, -0.01, 0.02], [0.08, -0.05, 0.00], [0.02, 0.05, -0.02], [0.03, 0.00, -0.02], [0.01, 0.00, -0.03], [0.15, -0.04, 0.15], [-0.12, 0.27, 0.03], [0.15, 0.22, 0.26], [0.16, 0.16, 0.09], [0.09, -0.16, -0.13], [-0.10, 0.09, 0.04], [-0.02, 0.04, -0.06], [0.06, 0.03, 0.24], [-0.01, 0.01, 0.04], [0.01, 0.05, 0.01], [-0.06, 0.01, -0.08], [-0.03, -0.04, -0.01], [-0.21, -0.26, -0.16], [0.08, 0.03, 0.10], [0.02, 0.10, 0.02], [-0.02, 0.03, -0.02], [-0.03, -0.01, -0.04], [-0.03, -0.17, -0.07], [-0.24, 0.36, -0.13], [0.04, -0.10, 0.03], [0.03, 0.09, 0.08], [0.22, -0.36, 0.27], [-0.05, -0.03, -0.16], [-0.02, -0.12, -0.08], [-0.04, -0.14, 0.03], [-0.06, 0.00, -0.13], [0.08, -0.04, -0.02], [-0.03, 0.04, 0.01], [-0.06, 0.03, -0.11], [-0.04, -0.04, 0.04], [0.08, -0.01, 0.00], [0.41, 0.19, 0.09], [0.21, -0.22, -0.10], [-0.29, 0.03, 0.14], [-0.08, 0.03, -0.29], [0.03, -0.17, -0.03], [0.06, 0.06, -0.08], [0.08, 0.06, 0.14], [0.00, -0.14, -0.01], [0.13, 0.08, 0.11], [-0.04, 0.05, -0.13], [0.00, -0.17, 0.00], [-0.16, 0.06, 0.09], [0.20, 0.07, 0.07], [0.01, 0.01, -0.20], [0.02, -0.08, -0.15], [0.11, -0.09, 0.16], [-0.28, 0.17, 0.18], [-0.62, -0.01, 0.27], [0.05, -0.23, -0.01], [-0.12, -0.05, -0.10], [0.04, -0.09, 0.21], [0.01, -0.01, -0.26], [-0.12, -0.09, 0.04], [0.01, 0.08, 0.04], [0.13, -0.10, 0.03], [-0.11, -0.09, 0.02], [0.03, 0.00, -0.16], [-0.01, 0.03, 0.15], [-0.17, -0.07, -0.04], [-0.09, -0.03, 0.01], [0.04, 0.08, -0.18], [0.09, 0.15, -0.16], [0.26, -0.13, 0.08], [-0.04, 0.08, 0.03], [0.19, 0.14, -0.14], [-0.04, 0.11, -0.02], [-0.01, -0.03, -0.01], [0.13, -0.03, 0.12], [-0.05, -0.01, -0.10], [-0.13, 0.13, 0.07]], "mulliken_spin": [2.824, 0.113, -0.008, 0.019, 0.005, 0.004, 0.000, 0.035, 0.107, -0.029, 0.046, -0.021, 0.027, -0.026, -0.025, 0.010, 0.001, 0.001, 0.001, 0.000, 0.001, 0.004, 0.000, -0.013, 0.118, 0.176, 0.052, 0.077, 0.013, 0.015, 0.215, -0.130, 0.265, -0.040, 0.079, 0.137, -0.003, 0.033, 0.000, 0.030, 0.065, -0.012, -0.002, 0.003, -0.001, 0.002, -0.015, -0.011, -0.001, 0.001, 0.008, 0.000, 0.000, 0.000, 0.021, 0.008, 0.007, 0.037, -0.001, -0.001, -0.001, 0.000, 0.002, -0.003, 0.001, 0.001, -0.003, 0.051, 0.030, 0.014, 0.000, 0.616, -0.016, 0.020, 0.049, 0.023, 0.003, -0.003, 0.003, -0.001, 0.000, 0.002, -0.001, 0.001, -0.001, 0.006, -0.001, 0.002, -0.011, 0.003, -0.008, -0.001, 0.000, 0.001], "gap_ev": [4.188, 6.400], "multiplicity": 6, "max_force_ev_per_a": 0.67, "lumo_ev": [2.444, 1.307], "homo_ev": [-1.7, -5.1], "total_charge": -1, "de_lowest_kcal_mol": 61.0}